The following is a quantum chemistry calculation of C27H44As2N11O11PSTl as an isolated structure, from the OMol25 dataset.

Energy above the lowest of the compared OMol25 structures with the same formula, charge and spin   0.0 kJ/mol
F_max   0.34 eV/A
Total energy   -7867.834403 Ha
Molar mass   1115.98 g/mol
Frontier orbital gap   7.29 eV
Total charge   +3

Atoms and positions in Å:
Tl -3.03022 1.00320 0.07382
N -5.72251 -2.12697 2.18245
C -5.73629 -1.32938 3.30057
C -4.74090 -0.42069 3.11594
N -4.12026 -0.64502 1.91074
C -4.73704 -1.67831 1.37077
C -4.38351 -2.20833 0.06154
N -3.38287 -1.73151 -0.65377
C -3.37702 -2.45778 -1.82132
C -4.37875 -3.37834 -1.80210
N -5.01116 -3.21276 -0.59465
H -6.36470 -2.88296 2.01065
H -6.43558 -1.47817 4.10343
H -4.44204 0.38443 3.76368
H -2.65986 -2.27392 -2.60302
H -4.69093 -4.11991 -2.51508
H -5.82167 -3.73062 -0.29721
C -3.48045 2.37461 5.71852
O -2.59400 3.03919 4.80869
P -2.03581 2.30005 3.48853
O -0.75382 3.27684 3.23660
C 0.20037 3.35212 4.29552
O -2.99101 2.86144 2.30260
C -3.29913 4.27443 2.18265
H -3.33819 2.82819 6.69478
H -3.25236 1.30811 5.77931
H -4.51474 2.51437 5.40508
H 1.19147 3.43635 3.85345
H 0.17655 2.45983 4.92908
H 0.00209 4.22003 4.92091
H -2.89467 4.63751 1.24009
H -2.86466 4.83686 3.00445
H -4.38055 4.38170 2.19175
C -0.63096 -3.52038 -5.84424
O -0.63753 -2.80007 -4.57362
C 0.48468 -2.39086 -4.06254
O 1.58639 -2.54627 -4.58338
C 0.33942 -1.60390 -2.81950
C 0.44628 -2.06915 -1.61574
As 3.58428 -2.13409 -3.65797
C 4.04537 -1.58864 -5.46375
C 3.18645 -0.31393 -2.89414
C 2.23024 0.60742 -2.97390
As 0.27144 0.37576 -3.01460
C -0.01507 0.56090 -4.94338
C 2.51116 2.08465 -2.93472
O 1.63520 2.87968 -2.68886
O 3.75897 2.37078 -3.26395
C 4.12227 3.76971 -3.39892
C 4.58858 -0.22364 -2.44523
O 5.26535 -1.14806 -2.95819
O 5.11889 0.48106 -1.50754
C 4.38596 1.42618 -0.70280
C 0.71290 -2.39193 -0.37981
O -0.29725 -2.78288 0.49630
O 1.94518 -2.29881 0.16324
C 2.63539 -3.56044 0.30873
H -1.18722 -2.91328 -6.55200
H -1.14199 -4.46056 -5.66486
H 0.38531 -3.68543 -6.18361
H 3.69751 -2.35755 -6.14978
H 5.13095 -1.52186 -5.50837
H 3.60483 -0.62969 -5.72619
H 0.65887 -0.05347 -5.53762
H 0.14747 1.61129 -5.18372
H -1.05169 0.31474 -5.16841
H 4.70138 4.05799 -2.52439
H 3.22964 4.38157 -3.48294
H 4.73394 3.83882 -4.29219
H 4.53906 2.42467 -1.09820
H 4.82384 1.35042 0.28749
H 3.32658 1.17660 -0.66571
H 2.04835 -4.25554 0.90726
H 3.57480 -3.33977 0.80634
H 2.82657 -3.99172 -0.67406
C 1.63729 -0.14800 4.29983
N 0.83016 -0.38978 3.10844
C 0.35613 -1.57072 2.76151
S -0.84688 -1.55279 1.46270
N 0.68152 -2.67294 3.40149
C 0.01884 -3.97469 3.28309
H 1.74838 0.92361 4.42991
H 2.62949 -0.58966 4.19306
H 1.14330 -0.55319 5.18382
H 0.61568 0.38518 2.49531
H 1.42203 -2.61134 4.08789
H -0.98824 -3.83784 2.89981
H -0.03213 -4.41911 4.27368
H 0.57031 -4.63759 2.62113
N 2.62603 3.74118 0.95040
N 1.35143 3.34321 0.58302
N 0.50970 4.15515 0.00332
C -0.48911 3.33116 -0.27335
N -0.24504 2.08198 0.14087
N 0.95505 2.10488 0.68450
H 2.67797 4.73926 0.77054
H 2.74978 3.56289 1.94102
H -1.37926 3.64425 -0.79093